Computed, not measured: a single C5H9N molecule, with ωB97M-V/def2-TZVPD.

For the energy, the calculation gives -250.5988 Ha. As for the SMILES: C=NCC(=C)C. Its energy relative to the best compared isomer or geometry (same formula, charge and spin) is 178.9 kJ/mol. The calculation puts the highest occupied orbital energy at -9.155 eV.

Positions of all 15 atoms, in Å:
1 N -1.7524 0.4739 0.4853
2 C 0.2693 -0.1637 -0.6189
3 C -0.2512 -1.3546 -0.9143
4 C -0.6888 1.0017 -0.3831
5 C -1.2826 0.1459 1.6118
6 C 1.7510 0.0286 -0.4226
7 H 0.3727 -2.2013 -1.1773
8 H 2.2442 0.4088 -1.3215
9 H 2.2280 -0.9169 -0.1438
10 H 1.9577 0.7410 0.3869
11 H -1.0998 1.3285 -1.3448
12 H -0.2672 0.4104 1.9344
13 H -1.3238 -1.5244 -0.8804
14 H -0.1995 1.8732 0.0773
15 H -1.8338 -0.5003 2.2767